one) A molecular structure, C5H8N. Source: the OMol25 dataset; level of theory: ωB97M-V/def2-TZVPD.

Charge: +1

CARTESIAN COORDINATES (ANGSTROEM)
C 1.65 -0.69 0.50
C 1.91 0.12 -0.69
C 0.85 1.05 -0.22
C 0.51 0.25 1.02
C -2.48 -0.64 0.11
N 1.14 -0.82 1.59
H 3.06 0.47 -0.65
H 1.81 -0.43 -1.60
H 1.31 2.02 0.26
H 0.08 1.36 -0.90
H -1.51 -0.35 0.55
H -2.22 -1.60 -0.54
H -3.00 0.19 -0.36
H -3.11 -0.95 0.92

=====

two) A gas-phase ion, C5H8N (charge +1). Source: the OMol25 dataset; level of theory: ωB97M-V/def2-TZVPD.

Charge: +1
SMILES: [NH3+][C@@H]1CC12C=C2

CARTESIAN COORDINATES (ANGSTROEM)
C 2.05 0.73 0.58
C 0.96 -0.21 0.02
C 0.07 -1.36 0.35
C 2.22 0.08 -0.52
C -0.40 -0.21 -0.58
N -1.30 0.76 0.03
H 2.25 1.23 1.45
H 0.23 -2.23 -0.14
H -0.36 -1.54 1.29
H 2.94 -0.03 -1.24
H -0.65 -0.46 -1.57
H -2.33 0.40 0.29
H -1.48 1.55 -0.69
H -0.71 1.09 0.90

=====

three) A gas-phase ion, C5H8N (charge +1). Source: the OMol25 dataset; level of theory: ωB97M-V/def2-TZVPD.

Charge: +1
SMILES: C#C/C([NH3+])=C\C

CARTESIAN COORDINATES (ANGSTROEM)
C -2.64 0.88 -0.47
C -1.68 0.19 -0.35
C 1.24 1.69 0.32
C 0.73 0.27 0.18
C -0.43 -0.33 -0.06
N -0.50 -1.82 0.03
H -3.61 1.24 -0.62
H 0.84 2.47 -0.46
H 0.94 2.00 1.34
H 1.46 -0.61 0.37
H 2.31 1.69 0.35
H -0.40 -2.24 0.95
H 0.02 -2.51 -0.53
H -1.40 -2.21 -0.12

=====

Which is the most stable structure? three) is the most stable.

=====

one) 2 unconnected molecules or ions with the total composition C5H15N4. Source: the OMol25 dataset; level of theory: ωB97M-V/def2-TZVPD.

Charge: +1

CARTESIAN COORDINATES (ANGSTROEM)
C -1.77 -0.40 -0.13
C -0.98 0.68 -0.12
C -3.26 -0.37 -0.25
C -1.35 -1.82 0.22
C 0.72 0.65 0.15
N -1.48 2.03 -0.08
N 1.10 1.66 0.89
N 1.49 -0.21 -0.43
N 4.03 -0.32 -0.38
H -3.54 0.40 -0.79
H -3.51 -1.27 -0.73
H -3.48 -0.18 0.80
H -0.49 -1.96 0.72
H -1.17 -2.39 -0.59
H -2.05 -2.35 0.90
H -2.47 2.15 0.04
H -1.03 2.54 -0.82
H 2.08 1.58 0.99
H 0.38 2.02 1.48
H 1.09 -0.90 -0.99
H 2.57 -0.28 -0.39
H 4.01 -1.26 0.06
H 4.24 0.34 0.36
H 4.89 -0.34 -0.91

=====

two) 2 unconnected molecules or ions with the total composition C5H15N4. Source: the OMol25 dataset; level of theory: ωB97M-V/def2-TZVPD.

Charge: +1

CARTESIAN COORDINATES (ANGSTROEM)
C -0.47 -2.63 -0.34
C -0.20 0.50 1.07
C 1.37 0.49 -1.09
C -1.86 1.81 0.04
C 0.31 1.30 -0.22
N 0.42 -0.40 1.70
N 2.29 -0.34 -0.35
N -1.50 0.83 1.10
N -0.90 1.48 -1.02
H -0.68 -2.45 0.78
H -0.92 -3.61 -0.71
H 1.81 1.28 -1.77
H 0.69 -0.07 -1.68
H -1.75 2.90 0.36
H -2.88 1.53 -0.15
H 0.68 2.34 0.07
H 1.39 -0.43 1.32
H 0.15 -0.70 2.64
H 2.74 -0.96 -1.02
H 2.95 0.28 0.17
H -0.79 -1.72 -0.86
H -2.21 0.65 1.82
H -1.22 0.56 -1.34
H 0.59 -2.62 -0.54

=====

Which is the most stable structure? two) is the most stable.

=====

one) A gas-phase ion, C4H13N2S (charge +1). Source: the OMol25 dataset; level of theory: ωB97M-V/def2-TZVPD.

Charge: +1
SMILES: CNC[C@@H]([NH3+])CS

CARTESIAN COORDINATES (ANGSTROEM)
N 0.05 -1.32 1.64
C 0.16 -0.50 0.34
C 0.13 -1.44 -0.82
S 1.33 -2.87 -0.67
C -0.90 0.61 0.31
N -0.78 1.26 -0.95
C 0.11 2.47 -0.92
H 0.79 -2.02 1.62
H -0.87 -1.73 1.71
H 0.15 -0.72 2.46
H 1.15 -0.07 0.41
H -0.75 -1.89 -1.21
H 0.55 -0.98 -1.71
H 2.25 -2.16 0.01
H -1.90 0.27 0.56
H -0.76 1.22 1.22
H -1.63 1.59 -1.36
H -0.14 3.08 -1.78
H 1.16 2.20 -0.89
H -0.09 3.00 0.02

=====

two) 2 unconnected molecules or ions with the total composition C4H13N2S. Source: the OMol25 dataset; level of theory: ωB97M-V/def2-TZVPD.

Charge: +1

CARTESIAN COORDINATES (ANGSTROEM)
C -2.09 -1.63 0.11
N 0.71 0.08 -0.21
C 1.61 1.09 0.05
C 2.03 1.05 1.55
S 3.31 2.34 1.96
C -2.65 -0.99 -1.17
N -1.64 -0.03 -1.56
H -1.36 -2.47 -0.07
H -1.71 -0.86 0.88
H 1.13 -0.78 -0.53
H 1.45 2.22 -0.14
H 2.63 0.90 -0.39
H 1.26 1.46 2.27
H 2.38 0.12 1.90
H 4.44 1.91 1.37
H -3.57 -0.27 -0.94
H -2.75 -1.80 -1.96
H -1.56 -0.03 -2.59
H -0.70 -0.18 -1.14
H -2.92 -2.13 0.62

=====

three) A gas-phase ion, C4H13N2S (charge +1). Source: the OMol25 dataset; level of theory: ωB97M-V/def2-TZVPD.

Charge: +1
SMILES: NCC[NH2+]CCS

CARTESIAN COORDINATES (ANGSTROEM)
C 0.11 -0.88 -1.31
N 0.55 0.31 -0.58
C -0.50 1.41 -0.29
C -0.52 1.72 1.20
S -1.94 2.77 1.61
C 0.15 -2.09 -0.38
N 1.36 -2.07 0.45
H -0.93 -0.79 -1.61
H 0.65 -1.12 -2.22
H 1.29 0.84 -1.02
H -0.13 2.29 -0.81
H -1.48 1.05 -0.60
H 0.43 2.09 1.57
H -0.73 0.80 1.77
H -1.62 3.75 0.75
H -0.74 -2.19 0.25
H 0.12 -3.02 -0.94
H 1.16 -1.92 1.44
H 1.85 -2.95 0.42
H 0.92 0.00 0.30

=====

Which is the most stable structure? three) is the most stable.